Molecular formula: C48H62N8OPtSSi5
Method: DFT, the ωB97M-V functional and the def2-TZVPD basis

Properties
ΔE to the lowest compared entry with this formula, charge and spin (eV): 1.6148
Net charge: +2
Electronic energy (a.u.): -4344.25313

Element x y z (Å)
Pt -0.1208 0.5616 0.3347
C -7.1566 11.8355 3.5516
O -5.7391 11.6989 3.5147
C -5.2302 10.5253 3.1038
C -5.9960 9.4251 2.7196
C -5.3633 8.2614 2.3162
C -3.9761 8.1717 2.2893
C -3.2212 9.2862 2.6686
C -3.8339 10.4482 3.0730
C -3.3565 6.9093 1.8974
N -4.0047 5.8155 1.5442
C -3.0343 4.8942 1.2952
C -1.7756 5.4160 1.4941
N -1.9979 6.7167 1.8818
C -0.5804 4.6683 1.3008
C 0.7245 5.1557 1.4586
C 1.7831 4.3266 1.1969
C 1.5451 3.0037 0.8258
N 0.3186 2.4954 0.7019
C -0.7422 3.3257 0.9005
C -2.0518 2.7853 0.6391
N -2.0840 1.5229 0.1383
C -3.2572 1.0057 -0.1773
C -4.4621 1.6959 0.0137
C -4.4430 2.9643 0.5298
C -3.2026 3.5502 0.8319
H -7.3494 12.8450 3.8988
H -7.5980 11.1197 4.2473
H -7.5856 11.7033 2.5568
H -7.0743 9.4652 2.7356
H -5.9511 7.4053 2.0144
H -2.1375 9.2677 2.6453
H -3.2606 11.3144 3.3726
H -1.3105 7.4188 2.0888
H 0.8951 6.1803 1.7636
H 2.8026 4.6787 1.2786
H 2.3607 2.3373 0.5960
H -3.2605 0.0163 -0.6148
H -5.3911 1.2085 -0.2458
H -5.3481 3.5340 0.6937
C 2.8520 -5.5258 1.1271
Si 1.1929 -5.3188 1.9412
C -0.1938 -5.7013 0.7568
C 1.1563 -6.4195 3.4442
C 0.7968 -3.5527 2.5649
C 0.1067 -3.4506 3.7654
C -0.3755 -2.2297 4.2453
C -0.1211 -1.1146 3.4891
N 0.5405 -1.1630 2.3211
C 0.9684 -2.3403 1.8528
S 1.7076 -2.4195 0.2274
H 2.9102 -6.5556 0.7625
H 3.6634 -5.3930 1.8471
H 3.0231 -4.8619 0.2836
H -0.0952 -6.7053 0.3380
H -0.1901 -4.9908 -0.0747
H -1.1633 -5.6405 1.2581
H 1.6147 -7.3800 3.1992
H 0.1469 -6.6300 3.8036
H 1.7283 -5.9871 4.2686
H -0.0674 -4.3437 4.3538
H -0.9337 -2.1620 5.1695
H -0.4765 -0.1358 3.7958
C 2.2614 -0.5557 -3.9525
Si 1.9866 0.6387 -2.5480
C 3.3287 1.9519 -2.4454
C 0.3766 1.5720 -2.8614
Si 2.0102 -0.2448 -0.2784
Si 4.3826 -0.7940 -0.2244
C 5.6089 0.5833 -0.5293
C 4.7325 -1.6147 1.4256
C 4.4984 -2.0295 -1.6144
Si 2.5702 0.8369 3.3156
C 4.1252 1.5781 2.7068
C 1.2443 1.9845 3.8599
C 2.8426 -0.5815 4.4435
H 2.6881 -0.0122 -4.8003
H 1.3167 -0.9947 -4.2794
H 2.9406 -1.3695 -3.7066
H 2.9876 2.8520 -2.9634
H 4.2484 1.6312 -2.9353
H 3.5827 2.2303 -1.4211
H 0.1845 1.6502 -3.9357
H 0.4388 2.5892 -2.4659
H -0.4854 1.0982 -2.3963
H 5.4546 1.4789 0.0696
H 5.6290 0.8821 -1.5746
H 6.6030 0.1927 -0.2862
H 5.6534 -1.2490 1.8879
H 4.8363 -2.6931 1.2905
H 3.8978 -1.4669 2.0986
H 4.7135 -1.5371 -2.5632
H 3.6070 -2.6421 -1.7408
H 5.3300 -2.7047 -1.3910
H 3.9906 2.5551 2.2462
H 4.6553 0.9296 2.0208
H 4.7447 1.7011 3.6053
H 1.6112 3.0105 3.8089
H 0.9920 1.7292 4.8920
H 0.3299 1.9307 3.2683
H 3.6599 -1.2356 4.1578
H 1.9524 -1.1815 4.6074
H 3.1051 -0.0988 5.3961
C -1.9616 -2.4029 -2.0562
C -1.0752 -1.4701 -1.5650
N -0.9968 -1.1883 -0.2529
C -1.8071 -1.8262 0.5985
C -2.7482 -2.7622 0.1860
C -2.8030 -3.0594 -1.1698
C -3.6323 -3.4828 1.1262
C -4.1875 -3.1260 2.2886
C -4.1808 -1.8483 3.0319
C -4.7446 -1.8079 4.3022
C -4.6983 -0.6045 4.9837
N -4.1547 0.4915 4.4560
C -3.6829 0.3572 3.2235
N -3.6607 -0.7442 2.4848
H -1.9843 -2.6177 -3.1148
H -0.3880 -0.9414 -2.2096
H -1.6968 -1.5901 1.6385
H -3.5038 -3.8013 -1.5332
H -3.8807 -4.4838 0.7866
H -4.7799 -3.8932 2.7750
H -5.1920 -2.6854 4.7480
H -5.1076 -0.5128 5.9830
H -3.2627 1.2496 2.7673

Force components x, y, z for each atom (eV/Å):
Pt -0.3162 1.3079 -0.9545
C 0.0290 0.0150 0.0091
O -0.0191 -0.0615 -0.0231
C -0.0378 0.0913 0.0314
C 0.0493 -0.0478 -0.0172
C -0.0515 0.0445 0.0030
C 0.0495 -0.1203 -0.0185
C 0.0181 0.0389 -0.0070
C 0.0004 -0.0382 -0.0201
C -0.0555 0.1386 0.0616
N 0.1212 -0.0005 0.0073
C -0.1815 -0.1285 -0.0707
C 0.1276 0.0749 0.0411
N -0.0066 -0.1028 -0.0587
C -0.0613 0.0482 0.0066
C -0.0260 0.0874 0.0203
C 0.0457 -0.0858 -0.0210
C -0.1541 0.1007 -0.1770
N 0.6984 0.5306 0.2224
C -0.0886 -0.0970 0.0017
C 0.2247 -0.0552 -0.1005
N -0.2951 -0.2623 0.7203
C 0.0258 0.0599 -0.1011
C -0.0001 -0.0403 -0.0588
C 0.0097 0.0458 -0.0233
C -0.0426 0.0143 -0.0292
H 0.0052 0.0031 0.0011
H -0.0099 0.0045 0.0000
H -0.0092 0.0046 0.0016
H 0.0004 -0.0016 -0.0134
H 0.0052 -0.0086 0.0252
H -0.0009 -0.0111 0.0320
H -0.0045 0.0047 -0.0140
H 0.0044 0.0116 0.0295
H 0.0009 -0.0025 -0.0108
H -0.0067 0.0011 -0.0327
H 0.0518 -0.0398 0.0316
H 0.0108 -0.0463 0.1178
H 0.0017 0.0101 -0.0206
H -0.0035 -0.0091 -0.0075
C 0.1356 -0.0116 0.0310
Si 0.0335 0.0964 -0.0389
C -0.0863 -0.0391 -0.1270
C -0.0814 -0.0812 0.0772
C -0.0855 0.0477 -0.0979
C 0.0416 0.0010 0.1096
C -0.1149 -0.0687 -0.0763
C -0.2112 -0.1783 -0.1968
N 0.5974 -0.0313 0.6882
C 0.0628 0.1171 -0.1952
S -0.0792 -0.0023 0.2082
H 0.0199 0.0072 0.0218
H -0.0018 0.0192 -0.0184
H -0.0073 -0.0005 -0.0176
H 0.0031 0.0086 0.0100
H -0.0157 -0.0112 0.0034
H 0.0080 0.0095 -0.0007
H -0.0088 0.0061 0.0001
H 0.0077 0.0195 0.0050
H 0.0251 -0.0393 -0.0048
H -0.0119 0.0076 -0.0051
H 0.0157 -0.0053 0.0032
H 0.0247 -0.0069 0.0244
C 0.1070 -0.0963 -0.0952
Si -0.3462 -0.1071 0.3500
C 0.0688 0.0845 -0.1702
C -0.0325 0.0198 -0.1194
Si 0.1024 -0.6223 -0.2551
Si -0.4696 0.4989 0.4477
C 0.2745 -0.1085 -0.0142
C 0.3041 -0.1864 -0.0474
C 0.1094 -0.0619 -0.1394
Si -0.0933 -0.4222 0.4220
C -0.0754 0.2357 -0.3161
C -0.2565 0.0365 -0.1637
C 0.0113 -0.1503 -0.0564
H -0.0669 -0.0207 -0.0396
H -0.0046 -0.0010 -0.0100
H -0.0412 0.0203 -0.0401
H -0.0127 -0.0206 0.0043
H -0.0049 0.0007 0.0159
H -0.0010 0.0371 -0.0244
H 0.0528 0.0201 0.0069
H -0.0003 -0.0306 0.0483
H -0.0858 0.0695 -0.0744
H -0.0055 0.0515 0.0281
H 0.0305 -0.0108 0.0273
H 0.0001 0.0440 -0.0002
H -0.0399 0.0063 0.0244
H -0.0002 0.0017 0.0036
H -0.0984 -0.0548 0.1843
H 0.0522 -0.0102 0.0240
H -0.0035 -0.0285 0.0151
H 0.0107 0.0130 -0.0309
H 0.0239 0.0026 0.0247
H 0.1520 -0.0964 -0.0005
H -0.0249 -0.0388 0.0126
H 0.0111 0.0150 0.0434
H -0.0003 0.0328 0.0036
H 0.0187 -0.0398 -0.0022
H 0.1271 0.0330 -0.0172
H 0.0376 0.0277 0.1015
H 0.0269 -0.0029 -0.0043
C 0.0248 -0.0275 0.0483
C 0.0632 -0.1189 0.0369
N -0.3876 -0.2041 -0.1022
C 0.1048 -0.1551 -0.1424
C -0.0715 -0.0207 0.1635
C -0.0212 -0.0307 -0.0880
C 0.0744 0.0281 -0.0833
C -0.0111 0.1113 0.0619
C 0.0498 -0.1965 -0.1270
C 0.0248 0.0022 0.0570
C 0.0006 0.0193 0.0081
N -0.0072 -0.0122 -0.0143
C 0.0110 -0.0268 -0.0110
N -0.0469 0.0843 0.0224
H -0.0005 0.0117 -0.0043
H -0.0309 -0.0389 0.0021
H -0.0358 0.0605 0.0209
H 0.0028 -0.0002 0.0055
H 0.0253 -0.0057 0.0001
H -0.0133 0.0096 -0.0073
H -0.0083 0.0024 -0.0087
H 0.0082 0.0073 0.0012
H 0.0069 0.0171 0.0063

---

Molecular formula: C9H22NO3SSb
Method: DFT, the ωB97M-V functional and the def2-TZVPD basis

Properties
Net charge: -2
Electronic energy (a.u.): -1274.87727

Element x y z (Å)
C 1.3270 0.9370 2.8296
C -0.1122 1.3284 2.4651
C -0.4531 2.6164 3.2666
C -0.3068 1.6608 0.9825
Sb -0.2113 -0.0032 -0.4819
O 1.7161 -0.4706 0.0934
C -1.1087 -1.5064 0.9059
N -0.2322 -1.9899 2.0432
C -0.1037 -1.5840 -2.0710
C -0.0753 -1.0274 -3.4889
C 1.2099 -0.3099 -3.9736
S 2.7905 -0.8328 -3.2486
C -2.2784 0.4829 -1.2420
O -2.6243 1.6988 -1.3179
O -3.0108 -0.4843 -1.5872
H 1.4346 -0.1165 3.0613
H 1.9726 1.2098 2.0030
H 1.6584 1.4845 3.7179
H -0.8562 0.5939 2.7814
H -0.1575 2.5210 4.3169
H -1.5047 2.8819 3.1963
H 0.1852 3.4037 2.8645
H 0.4956 2.3543 0.7116
H -1.2493 2.1873 0.8431
H 0.4575 1.1646 -1.6495
H 1.7584 -1.3843 0.3820
H -2.0877 -1.2012 1.2710
H -1.3021 -2.3855 0.2912
H -0.1809 -3.0031 2.0227
H -0.7181 -1.7943 2.9119
H 0.6803 -2.3244 -1.8802
H -1.0535 -2.1135 -1.9874
H -0.8825 -0.2930 -3.5292
H -0.2953 -1.8028 -4.2286
H 1.2976 -0.4961 -5.0446
H 1.1328 0.7616 -3.8521
H 2.6879 -2.1637 -3.3782

Force components x, y, z for each atom (eV/Å):
C -0.2488 0.1010 0.1927
C -0.3876 1.1466 0.3430
C 0.5586 -0.4258 0.0369
C 0.6101 -0.4198 0.5535
Sb -1.0935 0.5046 -0.8342
O 0.2026 0.2319 0.0677
C 0.7366 -0.8366 0.3587
N -0.3821 -0.0011 0.0943
C 0.0089 -0.3438 -0.0480
C 0.4496 0.3007 0.4049
C -0.3778 -0.8129 -0.5125
S 0.3177 0.2628 0.1573
C -1.0605 0.6229 -0.4235
O 0.5682 -0.4050 0.2602
O 0.3242 -0.3105 0.1688
H 0.0665 -0.2362 -0.3523
H 0.2530 -0.2620 -0.0924
H 0.0042 0.0999 0.0983
H 0.1758 -0.3710 -0.0088
H -0.2492 -0.1022 0.1964
H -0.0813 0.1641 -0.1052
H -0.1932 0.3230 -0.0981
H 0.0615 0.0435 -0.1610
H -0.1985 -0.1688 -0.2868
H 0.3247 0.0547 0.0500
H -0.1378 -0.1048 0.1738
H -0.0701 0.3218 0.0146
H -0.1317 0.0816 -0.3121
H -0.0112 -0.0444 -0.0911
H 0.1639 0.1466 0.1200
H 0.2384 0.0974 -0.0399
H -0.1698 0.0655 0.1760
H -0.1507 0.0509 -0.2057
H -0.1233 -0.1287 -0.0471
H -0.0033 0.1423 -0.1361
H 0.2428 0.1610 0.4162
H -0.2372 0.0509 -0.1287

---

Molecular formula: C4H5BrN2O2S
Method: DFT, the ωB97M-V functional and the def2-TZVPD basis

Properties
ΔE to the lowest compared entry with this formula, charge and spin (eV): 1.3989
Electronic energy (a.u.): -3387.54646

Element x y z (Å)
C 0.6638 -1.0822 -0.9639
C -1.1792 0.7249 1.7395
C 0.6471 1.4192 -0.0755
C -0.6037 0.7594 0.3061
N -0.1900 -1.1961 -0.0979
N 1.3404 -2.0643 -1.5665
O -2.1053 -0.1781 1.9813
O -0.7539 1.5275 2.5472
S 1.1663 0.6646 -1.6143
Br -2.1192 0.9763 -0.8838
H 0.5012 2.5538 -0.1424
H 1.4493 1.1411 0.4680
H -2.3904 -0.6439 1.2564
H 1.3951 -2.8012 -0.8860
H 2.1784 -1.8010 -2.0682

Force components x, y, z for each atom (eV/Å):
C 1.2427 3.6319 -1.6844
C 1.7442 1.3772 -0.3366
C -2.1681 1.8343 -2.1504
C -1.4996 -4.1564 -0.0607
N -2.2146 3.0629 2.8568
N 0.4937 -0.9801 -0.4689
O 0.7857 1.9187 3.6008
O -0.7088 -1.2019 -0.6576
S -0.2049 -0.9938 -0.7547
Br 0.3833 0.3569 0.0033
H 0.3750 -1.6148 -0.0666
H 2.0941 -0.3306 2.9541
H -0.7211 -1.8361 -3.1041
H 0.5030 -0.8015 -0.4538
H -0.1046 -0.2667 0.3231

---

What did we get for strongest force on any atom? Answer: 0.032, 0.028, 0.092 Eh/bohr, in the order shown.